Record 1
The molecule C2H4OS in a non-equilibrium geometry, computed with wB97M-V/def2-TZVPD.

## Properties
HOMO-LUMO gap in eV: 10.284
Strongest force on any atom in eV Å⁻¹: 4.5
E_HOMO in eV: -9.27
ΔE to the lowest compared entry with this formula, charge and spin in kJ/mol: 201.4

Geometry as ORCA input:
```
! wB97M-V def2-TZVPD RIJCOSX def2/J DEFGRID3
* xyz 0 1
S 0.831 -0.689 -1.553
C 0.455 -0.368 0.198
C -0.320 0.853 0.543
O -0.881 -0.464 0.540
H -0.369 -1.258 -1.772
H 1.114 -0.936 0.772
H -0.171 1.363 1.397
H -0.659 1.499 -0.125
*
```

---

Record 2
A cluster of 4 separate species, C25H18ClIO15 in total, computed with wB97M-V/def2-TZVPD.

## Properties
HOMO-LUMO gap in eV: 7.982
Strongest force on any atom in eV Å⁻¹: 0.5
E_HOMO in eV: -9.68

Geometry as ORCA input:
```
! wB97M-V def2-TZVPD RIJCOSX def2/J DEFGRID3
* xyz 0 1
C -0.801 3.392 -5.153
C -0.662 2.468 -6.366
C 0.425 2.868 -7.359
Cl 0.201 1.947 -8.902
C 0.513 4.308 -7.722
C -0.387 5.202 -8.136
I -2.383 5.018 -8.514
C 0.311 6.503 -8.351
O -0.136 7.554 -8.647
O 1.647 6.310 -8.094
C 1.822 5.006 -7.678
O 2.874 4.582 -7.327
H -0.147 3.085 -4.340
H -1.822 3.342 -4.781
H -0.603 4.437 -5.383
H -1.609 2.342 -6.887
H -0.390 1.475 -6.006
H 1.398 2.548 -7.001
O 1.285 1.352 2.362
C 0.630 1.801 1.441
C -0.816 1.754 1.364
C -1.430 2.271 0.291
O -2.744 2.277 0.128
C -0.665 2.900 -0.846
O -1.318 3.328 -1.781
C 0.781 2.955 -0.765
C 1.396 2.438 0.309
O 2.708 2.433 0.472
H -1.355 1.298 2.181
H -2.910 2.708 -0.733
H 1.321 3.414 -1.581
H 2.876 1.983 1.323
O 2.365 -3.809 0.560
C 2.388 -3.492 1.735
C 2.874 -4.342 2.804
C 2.832 -3.895 4.065
O 3.243 -4.600 5.110
C 2.298 -2.530 4.413
O 2.278 -2.228 5.596
C 1.843 -1.667 3.343
C 1.881 -2.118 2.084
O 1.472 -1.414 1.034
H 3.248 -5.323 2.545
H 3.099 -4.035 5.894
H 1.475 -0.684 3.596
H 1.606 -1.992 0.257
O -0.191 -3.777 4.348
C -1.207 -4.148 4.909
C -2.233 -4.953 4.283
C -3.315 -5.302 4.994
O -4.305 -6.035 4.515
C -3.501 -4.879 6.430
O -4.524 -5.240 6.981
C -2.468 -4.080 7.058
C -1.384 -3.731 6.350
O -0.399 -3.000 6.848
H -2.091 -5.251 3.253
H -4.953 -6.127 5.242
H -2.608 -3.787 8.089
H 0.267 -2.857 6.147
*
```

---

Record 3
The molecule C6H10N2O2 in a non-equilibrium geometry, computed with wB97M-V/def2-TZVPD.

## Properties
HOMO-LUMO gap in eV: 9.807
Strongest force on any atom in eV Å⁻¹: 4.1
E_HOMO in eV: -9.08
ΔE to the lowest compared entry with this formula, charge and spin in kJ/mol: 446.9

Geometry as ORCA input:
```
! wB97M-V def2-TZVPD RIJCOSX def2/J DEFGRID3
* xyz 0 1
C -1.408 -0.475 -2.013
C -0.314 -0.708 -0.942
C 0.901 0.135 -1.145
C 1.291 0.831 -0.106
C 0.276 0.516 1.029
C 0.774 -0.067 2.372
N -0.349 1.856 1.433
O 0.357 2.614 2.038
O -1.529 1.922 1.157
N -0.667 -0.325 0.359
H -1.802 0.503 -1.932
H -2.277 -1.158 -1.960
H -0.931 -0.442 -3.052
H -0.023 -1.810 -0.948
H 1.573 -0.037 -1.862
H 2.102 1.479 -0.071
H 0.903 -1.068 2.182
H -0.103 0.014 3.116
H 1.639 0.359 2.844
H -1.255 -0.927 0.875
*
```

---

Record 4
A structure of composition C18H38CoNOS5SbSi2 in a non-equilibrium geometry, computed with wB97M-V/def2-TZVPD.

## Properties
HOMO-LUMO gap (alpha / beta) in eV: 6.537 / 6.543
Strongest force on any atom in eV Å⁻¹: 1.9
E_HOMO (alpha / beta) in eV: -4.04 / -4.04
ΔE to the lowest compared entry with this formula, charge and spin in kJ/mol: 75.9

Geometry as ORCA input:
```
! wB97M-V def2-TZVPD RIJCOSX def2/J DEFGRID3
* xyz -1 3
Co 0.347 0.269 -0.889
S -4.159 2.497 -2.790
Sb -2.152 3.563 -2.911
S -0.263 2.036 -2.119
S -0.641 1.960 -4.155
C -1.014 3.585 1.309
Si -1.499 1.825 1.881
C -3.266 1.515 1.229
C -1.699 1.948 3.803
C -0.174 0.621 1.274
C 1.154 1.256 1.356
C 1.765 1.737 2.520
C 3.000 2.342 2.443
C 3.597 2.489 1.197
C 2.941 1.983 0.091
N 1.775 1.355 0.174
Si -0.037 -1.117 1.967
C 1.488 -1.908 1.098
C -1.660 -2.089 1.714
C 0.347 -1.328 3.847
H -1.794 4.311 1.518
H -0.845 3.580 0.234
H -0.095 3.925 1.775
H -3.980 2.111 1.792
H -3.567 0.478 1.315
H -3.352 1.802 0.186
H -2.470 2.668 4.069
H -0.783 2.262 4.294
H -1.988 0.990 4.226
H 1.250 1.625 3.460
H 3.485 2.716 3.336
H 4.546 2.991 1.090
H 3.355 2.097 -0.900
H 1.477 -1.651 0.036
H 1.545 -2.990 1.186
H 2.403 -1.496 1.519
H -1.961 -2.104 0.673
H -2.454 -1.612 2.280
H -1.575 -3.115 2.063
H 1.246 -0.792 4.135
H 0.488 -2.372 4.115
H -0.472 -0.943 4.447
C 2.569 -0.332 -4.383
S 2.797 0.519 -2.806
C 4.140 -0.511 -2.142
H 3.461 -0.211 -4.993
H 1.710 0.124 -4.866
H 2.351 -1.377 -4.190
H 3.824 -1.550 -2.138
H 4.334 -0.178 -1.127
H 5.031 -0.383 -2.752
C -0.200 -4.132 -1.096
C -1.229 -3.266 -1.786
S -0.580 -1.528 -2.008
O 0.413 -1.747 -3.070
C -2.114 -0.921 -2.801
C -3.104 -0.563 -1.715
H -0.469 -5.189 -1.155
H -0.110 -3.855 -0.049
H 0.767 -3.994 -1.579
H -2.169 -3.235 -1.248
H -1.390 -3.603 -2.808
H -2.485 -1.668 -3.498
H -1.822 -0.042 -3.371
H -3.574 -1.443 -1.280
H -3.888 0.089 -2.097
H -2.576 -0.021 -0.927
*
```

---

Record 5
The molecule C4H7NO in a non-equilibrium geometry, computed with wB97M-V/def2-TZVPD.

## Properties
HOMO-LUMO gap in eV: 11.040
Strongest force on any atom in eV Å⁻¹: 2.2
E_HOMO in eV: -10.29
ΔE to the lowest compared entry with this formula, charge and spin in kJ/mol: 70.2

Geometry as ORCA input:
```
! wB97M-V def2-TZVPD RIJCOSX def2/J DEFGRID3
* xyz 0 1
C 2.120 -0.992 0.125
C 1.796 0.414 -0.400
C 0.535 0.961 0.238
N -0.632 0.094 0.160
C -1.782 -0.079 -0.023
O -2.935 -0.364 -0.122
H 3.169 -1.231 -0.077
H 1.960 -1.046 1.186
H 1.519 -1.764 -0.365
H 2.639 1.044 -0.150
H 1.648 0.410 -1.491
H 0.254 1.849 -0.213
H 0.702 1.176 1.321
*
```

---

Record 6
A structure of composition C26H34IrN2O4S3Si in a non-equilibrium geometry, computed with wB97M-V/def2-TZVPD.

## Properties
HOMO-LUMO gap in eV: 6.574
Strongest force on any atom in eV Å⁻¹: 4.9
E_HOMO in eV: -4.13
ΔE to the lowest compared entry with this formula, charge and spin in kJ/mol: 14.0

Geometry as ORCA input:
```
! wB97M-V def2-TZVPD RIJCOSX def2/J DEFGRID3
* xyz -1 1
Ir 0.763 0.305 -0.678
C 0.085 -0.570 2.284
N 0.902 0.499 1.677
C 2.321 0.256 1.956
C 3.222 0.857 0.912
N 2.968 0.242 -0.406
C 3.541 -1.123 -0.464
C 3.566 0.995 -1.511
C 4.807 1.600 -1.383
C 5.407 2.203 -2.479
C 4.751 2.191 -3.706
C 3.511 1.589 -3.826
C 2.901 0.979 -2.726
S 1.361 0.183 -2.869
C 0.437 1.824 2.068
C -0.032 2.069 3.351
C -0.534 3.316 3.695
C -0.578 4.317 2.733
C -0.096 4.074 1.458
C 0.444 2.833 1.108
S 1.098 2.600 -0.501
H 0.322 -0.712 3.346
H -0.966 -0.306 2.180
H 0.283 -1.487 1.736
H 2.604 0.657 2.937
H 2.446 -0.826 1.991
H 3.047 1.925 0.815
H 4.260 0.698 1.230
H 4.627 -1.051 -0.350
H 3.108 -1.750 0.304
H 3.292 -1.558 -1.429
H 5.319 1.597 -0.429
H 6.379 2.668 -2.375
H 5.207 2.658 -4.570
H 2.987 1.585 -4.773
H -0.016 1.279 4.091
H -0.900 3.493 4.698
H -1.011 5.282 2.969
H -0.142 4.842 0.697
C -7.498 -0.158 1.052
C -6.179 -0.022 0.336
C -5.167 -0.959 0.511
C -3.939 -0.812 -0.119
C -3.716 0.280 -0.942
C -4.723 1.215 -1.149
C -5.944 1.057 -0.513
S -2.088 0.584 -1.576
O -1.461 -0.722 -1.706
O -2.251 1.334 -2.793
O -1.407 1.306 -0.473
H -7.458 -0.949 1.801
H -8.305 -0.394 0.355
H -7.764 0.772 1.557
H -5.338 -1.813 1.158
H -3.148 -1.537 0.019
H -4.531 2.053 -1.805
H -6.728 1.791 -0.669
C 1.315 -3.917 -2.118
Si 0.536 -3.231 -0.557
C -1.305 -3.532 -0.684
C 1.165 -4.316 0.846
O 0.970 -1.704 -0.240
H 0.977 -4.940 -2.308
H 2.407 -3.929 -2.049
H 1.045 -3.301 -2.980
H -1.528 -4.569 -0.956
H -1.728 -2.874 -1.441
H -1.808 -3.312 0.264
H 0.908 -5.366 0.679
H 0.743 -4.018 1.810
H 2.256 -4.252 0.929
*
```

---

Record 7
A cluster of 3 separate species, C30H24FNO8P2S in total, computed with wB97M-V/def2-TZVPD.

## Properties
HOMO-LUMO gap in eV: 8.651
Strongest force on any atom in eV Å⁻¹: 0.3
E_HOMO in eV: -9.54

Geometry as ORCA input:
```
! wB97M-V def2-TZVPD RIJCOSX def2/J DEFGRID3
* xyz 0 1
O 1.310 -0.833 -4.418
C 0.293 -1.486 -4.320
C -0.054 -2.532 -5.325
C 0.821 -2.765 -6.380
C 0.531 -3.744 -7.315
C -0.635 -4.495 -7.201
C -1.513 -4.261 -6.157
C -1.228 -3.278 -5.217
C -2.197 -3.039 -4.108
O -3.235 -3.660 -4.038
C -1.839 -2.010 -3.090
C -2.705 -1.790 -2.025
C -2.385 -0.853 -1.057
C -1.202 -0.128 -1.150
C -0.340 -0.337 -2.213
C -0.653 -1.279 -3.186
H 1.723 -2.173 -6.449
H 1.213 -3.926 -8.135
H -0.857 -5.263 -7.931
H -2.427 -4.831 -6.054
H -3.619 -2.365 -1.970
H -3.056 -0.687 -0.224
H -0.951 0.599 -0.388
H 0.583 0.220 -2.303
O -4.122 3.084 4.133
C -3.348 3.522 3.309
C -3.805 4.462 2.244
C -5.138 4.854 2.221
C -5.582 5.738 1.253
C -4.697 6.236 0.303
C -3.369 5.843 0.316
C -2.919 4.954 1.285
C -1.486 4.536 1.270
O -0.728 4.929 0.409
C -1.024 3.618 2.350
C 0.312 3.235 2.379
C 0.767 2.390 3.377
C -0.110 1.925 4.351
C -1.443 2.299 4.325
C -1.906 3.145 3.324
H -5.810 4.457 2.970
H -6.620 6.043 1.237
H -5.045 6.931 -0.449
H -2.666 6.215 -0.417
H 0.978 3.603 1.611
H 1.805 2.087 3.392
H 0.250 1.264 5.130
H -2.141 1.945 5.071
C 6.036 -2.889 3.301
P 5.044 -2.542 1.794
C 5.574 -0.826 1.423
N 3.415 -2.381 2.516
P 2.215 -3.647 2.172
O 2.226 -3.636 0.554
O 3.181 -4.957 2.340
S 2.925 -0.942 3.078
O 3.791 -0.460 4.096
O 2.515 -0.087 2.017
F 1.609 -1.388 3.798
H 6.423 -1.992 3.782
H 5.414 -3.426 4.015
H 6.861 -3.539 3.008
H 5.279 -0.059 2.132
H 5.253 -0.558 0.417
H 6.666 -0.881 1.422
H 2.707 -2.905 0.150
H 3.137 -5.289 3.243
*
```

---

| no. | electronic energy (eV) |
| --- | --- |
| 1 | -15019.37819 |
| 2 | -77551.37968 |
| 3 | -13455.30936 |
| 4 | -136920.39151 |
| 5 | -7798.91730 |
| 6 | -81911.47758 |
| 7 | -81502.57097 |